# 1
ORCA calculation (ωB97M-V/def2-TZVPD) on 7 unconnected molecules or ions with the total composition C38H92F6N7O14S2 in a non-equilibrium geometry.

Summary:
Total charge: +3
Kohn-Sham gap, eV: 8.93
E_HOMO, eV: -15.061

Each line ends with the Löwdin charge.
Element x y z (Å)
1 S 2.9472 0.3463 -5.0578  0.72
2 S 1.4690 1.9324 -3.8108  0.58
3 F 0.5498 4.0643 -2.3650  0.12
4 F 1.4219 2.3884 -1.1365  0.03
5 F 2.4674 -1.9908 -3.8152  0.12
6 F 4.5685 -1.4200 -3.9099  0.11
7 F 3.6176 -2.2227 -5.6072  0.18
8 F 2.7163 3.7719 -2.1973  0.11
9 O 1.5238 2.8696 -4.9741  -0.29
10 O 0.2358 -1.5384 0.7528  -0.01
11 O -0.8000 0.1008 1.2896  0.00
12 O 0.8702 3.5288 6.6380  -0.20
13 O -0.0287 -0.0482 -0.6832  0.00
14 O 4.1447 0.8007 -5.7586  -0.26
15 O -2.6445 -4.5113 2.6571  -0.17
16 O 1.1402 -3.7672 3.7659  -0.21
17 O 7.0785 -0.1210 -0.8984  -0.18
18 O 3.9746 -2.1684 -1.5310  -0.21
19 O 1.7549 0.1854 -5.9333  -0.31
20 O -4.0161 -3.3824 -1.8489  -0.24
21 O 0.1983 1.1330 -3.6904  -0.36
22 O -5.6301 0.8366 -1.1405  -0.22
23 N 4.2811 0.4646 -1.1842  0.12
24 N 1.4284 3.4235 3.5384  -0.21
25 N -3.4696 2.3902 -0.2835  -0.18
26 N 2.7111 1.1175 -3.5408  -0.32
27 N -0.1697 -0.4587 0.4771  -0.65
28 N -1.0795 -2.2854 3.0818  0.05
29 N -1.7860 -2.9391 -3.9225  -0.21
30 C 0.5420 2.2536 2.9828  0.01
31 C -2.0278 -0.7876 -5.4902  -0.04
32 C 1.5258 3.1357 -2.2930  -0.57
33 C -3.2891 -3.2845 2.3956  -0.16
34 C 1.4090 5.8922 4.3556  -0.04
35 C 2.1399 2.8188 4.7660  -0.08
36 C -2.5843 -2.1145 3.2108  -0.04
37 C 1.3320 2.3774 5.9666  -0.20
38 C -2.7311 -1.9302 -4.6855  -0.11
39 C -2.0998 2.8957 0.1870  -0.16
40 C 0.5712 4.6797 3.9418  -0.10
41 C 0.3674 -4.4149 -4.2681  -0.05
42 C -4.0271 -4.0203 -3.1062  -0.18
43 C -2.4863 -5.2610 1.4985  -0.10
44 C 3.0494 -1.6088 -0.6344  -0.23
45 C -0.1917 -1.7324 4.2323  -0.02
46 C 1.2496 -2.3401 3.9571  -0.15
47 C -2.5860 -4.2237 -3.5959  -0.05
48 C 5.0430 -2.8183 -0.8256  -0.05
49 C -4.3513 0.2579 -1.4101  -0.18
50 C -1.3301 -2.2427 -2.6099  0.03
51 C -0.4805 -3.2231 -4.7511  -0.13
52 C 2.3260 -4.4650 3.5652  -0.10
53 C -0.1696 3.3381 7.5885  -0.07
54 C 3.5480 -0.3241 -0.0852  -0.08
55 C -5.2258 -3.4084 -1.1628  -0.11
56 C 6.5323 0.8785 -0.0308  -0.20
57 C 8.0412 -0.9294 -0.2623  -0.10
58 C -3.3452 0.8741 -0.4527  -0.08
59 C 2.1896 4.4740 1.0997  -0.03
60 C -6.7344 0.0336 -1.5695  -0.05
61 C -4.5275 2.6539 0.8298  0.04
62 C -3.9720 3.1553 -1.5855  -0.09
63 C 3.4010 -1.4258 -4.5796  -0.66
64 C 5.3000 1.5580 -0.6868  -0.03
65 C 2.5214 3.6991 2.4309  -0.12
66 C -2.0815 4.3456 0.7072  -0.05
67 C -2.9702 3.0130 -2.7590  -0.04
68 H -1.9741 -4.8640 -2.9606  0.13
69 H 2.7345 0.3049 0.2762  0.12
70 H -2.5580 5.0625 0.0385  0.09
71 H 2.0661 1.8914 6.6093  0.15
72 H 2.9641 -4.1822 2.7280  0.09
73 H 0.0343 2.5897 8.3542  0.10
74 H 1.1659 -4.6124 -4.9834  0.09
75 H -0.6599 -2.2389 5.0764  0.13
76 H -3.0931 3.7764 -3.5272  0.10
77 H -2.5482 4.4258 1.6890  0.08
78 H -0.7351 -1.9609 2.1895  0.08
79 H -1.2513 -1.0279 -6.2164  0.08
80 H 2.1921 -1.4370 -1.2852  0.11
81 H 8.6711 -0.5308 0.5330  0.10
82 H 5.4940 -2.1646 -0.0790  0.07
83 H -4.3904 1.9492 1.6500  0.10
84 H -1.8713 2.2861 1.0612  0.09
85 H -1.5907 0.0342 -4.9230  0.05
86 H -1.0538 4.7052 0.6566  0.07
87 H -5.5319 2.5612 0.4168  0.10
88 H 2.8282 3.5995 5.0899  0.14
89 H -1.3847 2.6759 -0.6058  0.11
90 H 6.2595 0.5152 0.9600  0.11
91 H -0.7377 -1.3706 -2.8865  0.09
92 H 0.4888 1.7222 5.7481  0.11
93 H 4.8920 2.2583 0.0421  0.11
94 H 0.8327 6.8056 4.2084  0.09
95 H -0.4993 4.2376 8.1085  0.10
96 H 2.6634 1.9752 4.3163  0.13
97 H -2.7731 -2.2289 4.2782  0.13
98 H -5.2431 -2.5518 -0.4889  0.07
99 H -1.8513 -4.7654 0.7641  0.09
100 H 1.7030 5.4385 1.2446  0.09
101 H -2.6218 -4.6200 -4.6106  0.14
102 H -4.4868 3.6383 1.2960  0.09
103 H -4.8909 2.7617 -2.0200  0.12
104 H -1.0445 -3.2941 3.0452  0.13
105 H -2.1883 -1.9730 -1.9944  0.08
106 H 7.6069 -1.9031 -0.0358  0.07
107 H -6.0313 -3.2190 -1.8723  0.10
108 H -0.7649 -2.9469 -1.9993  0.10
109 H 1.0363 1.2866 2.8898  0.09
110 H -6.6400 -0.9716 -1.1586  0.07
111 H 4.7624 -0.1932 -1.7807  0.13
112 H -7.7018 0.4185 -1.2472  0.10
113 H -0.8475 -3.3164 -5.7733  0.13
114 H 0.0504 -2.2763 -4.8495  0.11
115 H -3.4539 -5.3872 1.0129  0.09
116 H 7.3168 1.6235 0.1022  0.14
117 H 1.9589 -2.3050 4.7840  0.13
118 H 3.0681 2.7765 2.2358  0.12
119 H 2.2641 6.1493 3.7304  0.08
120 H 3.1218 4.5060 0.5357  0.09
121 H 3.6316 0.9047 -1.8203  0.08
122 H -3.4508 -1.5556 -3.9577  0.10
123 H -4.0569 4.2204 -1.3698  0.13
124 H 0.1642 2.4446 1.9783  0.07
125 H -2.7629 -0.3552 -6.1690  0.09
126 H 1.5679 3.8541 0.4537  0.04
127 H 3.1661 4.3775 2.9897  0.11
128 H -2.7585 2.0218 -3.1601  0.07
129 H -6.8179 0.0089 -2.6560  0.10
130 H 8.7863 -1.1767 -1.0185  0.10
131 H -1.9727 3.3326 -2.4576  0.05
132 H -2.0665 -6.2542 1.6576  0.11
133 H 0.8806 -4.1481 -3.3442  0.07
134 H -0.1092 -5.3921 -4.1910  0.08
135 H 2.5625 -2.2700 0.0823  0.12
136 H 4.2501 -0.4268 0.7422  0.12
137 H -3.2795 -2.5704 -5.3766  0.13
138 H -2.3846 0.7109 -0.9412  0.11
139 H 1.9173 -5.4474 3.3287  0.10
140 H 5.6361 2.1536 -1.5356  0.14
141 H -2.7805 -1.0658 2.9872  0.12
142 H 5.7479 -3.2684 -1.5246  0.11
143 H -4.3074 -0.8090 -1.1910  0.10
144 H 2.8226 -4.6723 4.5131  0.10
145 H 1.6110 -1.9017 3.0269  0.10
146 H -0.2707 2.0643 3.6840  0.10
147 H -5.4199 -4.3000 -0.5667  0.10
148 H -4.2962 -3.3191 2.8111  0.14
149 H -1.0373 2.9358 7.0658  0.08
150 H -3.3389 -3.0540 1.3314  0.11
151 H -4.7470 -3.4140 -3.6561  0.13
152 H 0.0644 4.7450 2.9790  0.10
153 H 1.5907 6.0143 5.4234  0.09
154 H -4.4884 -4.9967 -2.9577  0.14
155 H 4.6197 -3.6857 -0.3191  0.09
156 H -4.1407 0.3630 -2.4744  0.12
157 H -3.3259 0.3283 0.4906  0.13
158 H -0.1251 -0.6501 4.3430  0.11
159 H -0.1909 4.3398 4.6430  0.13

# 2
ORCA calculation (ωB97M-V/def2-TZVPD) on 8 unconnected molecules or ions with the total composition C29H59NO16 in a non-equilibrium geometry.

Summary:
Total charge: +1
<S²>: 0.756
2S+1: 2
Kohn-Sham gap (alpha / beta), eV: 8.02 / 2.71
E_HOMO (alpha / beta), eV: -12.134 / -12.133

Each line ends with the Löwdin spin population.
Element x y z (Å)
1 O 1.8566 -4.7321 -2.5504  0.00
2 O 3.3020 4.0589 1.9055  0.00
3 O -2.6873 3.7573 0.1590  0.00
4 O -1.0527 -1.9535 -8.2129  0.00
5 O -0.6476 0.2654 -0.8183  0.05
6 O -3.5741 -1.7152 4.9277  0.00
7 O -4.0199 2.6378 -2.7433  0.00
8 O 4.8099 -1.0635 4.1815  0.00
9 O 3.7312 -4.5373 -1.2306  0.00
10 O -2.6211 -1.4705 -6.6854  0.00
11 O -1.8011 -1.1928 3.5653  0.00
12 O 2.9972 0.3109 3.9037  0.00
13 O -5.5524 2.8893 -1.1997  0.00
14 O 0.4459 -0.8319 -2.4647  0.74
15 O -1.2811 3.7028 1.9619  0.00
16 O 2.1338 3.9876 3.7920  0.00
17 N -4.5375 2.3625 -1.6532  0.00
18 C -1.2940 5.6054 0.5177  0.00
19 C -3.1982 -0.8217 5.9203  0.00
20 C 1.7721 -5.4048 -4.8784  0.00
21 C 2.5447 -4.4561 -1.4051  0.00
22 C 3.1676 4.1297 3.2395  0.00
23 C -1.4534 -1.6587 -7.0323  0.00
24 C -2.0184 -2.2362 -9.2440  0.00
25 C 4.9826 0.6823 2.5175  0.00
26 C 1.6501 -3.9847 -0.2747  0.00
27 C 0.8093 0.2916 4.9013  0.00
28 C 4.4815 4.2118 3.9865  0.00
29 C -3.3860 -2.6427 2.7137  0.00
30 C -0.2797 0.0740 -2.0619  0.07
31 C 1.1774 -0.0569 0.7846  0.00
32 C 2.0778 -0.4672 4.7600  0.00
33 C -1.2636 -2.2467 -10.5581  0.00
34 C -2.8281 -1.7576 3.8234  0.00
35 C -1.8573 4.2470 0.8735  0.00
36 C -0.7707 1.1507 -3.0297  0.08
37 C 2.4523 3.3141 -0.2255  0.00
38 C 2.6006 -5.2936 -3.6192  0.00
39 C -0.3059 -1.6149 -6.0691  0.00
40 C 4.2134 -0.1440 3.6246  0.00
41 C -2.3157 -1.4419 6.9668  0.00
42 C -1.4554 2.3653 2.3509  0.00
43 C 2.1295 4.0352 1.1169  0.00
44 C -0.1895 -0.4908 0.3026  0.00
45 C -2.8219 2.0477 3.0020  0.00
46 C -4.1442 1.0856 -0.9666  0.00
47 H 3.5278 -4.7874 -3.8878  0.00
48 H -0.5627 -1.4171 -10.6505  0.00
49 H 1.8356 5.0729 0.9594  0.00
50 H 1.5434 -0.6128 1.6477  0.00
51 H 1.8098 3.6609 -1.0348  0.00
52 H 3.4781 3.4160 -0.5797  0.00
53 H -2.0126 6.3945 0.7389  0.00
54 H 5.1710 4.7850 3.3668  0.00
55 H 2.5330 -0.6090 5.7402  0.00
56 H -1.8595 1.1006 -3.0248  0.01
57 H -0.7539 -0.3183 1.2191  0.00
58 H 0.4026 -2.3999 -6.3337  0.00
59 H -2.2630 -0.6939 7.7579  0.00
60 H -3.0256 2.5734 3.9349  0.00
61 H 5.8270 0.0474 2.2493  0.00
62 H 1.0460 1.3180 5.1816  0.00
63 H 1.1628 1.0066 1.0234  0.00
64 H 0.8955 -4.7124 0.0238  0.00
65 H -3.7831 1.3612 0.0242  0.00
66 H 2.9306 -6.2891 -3.3222  0.00
67 H -2.7552 -2.3660 7.3424  0.00
68 H -2.4240 -3.2303 -9.0563  0.00
69 H -3.0302 0.9801 2.9324  0.00
70 H -4.4635 -2.7365 2.8489  0.00
71 H -2.9563 -3.6316 2.8737  0.00
72 H 1.1865 -3.0387 -0.5543  0.00
73 H 2.3553 -5.9557 -5.6163  0.00
74 H -1.2182 1.7287 1.4985  0.00
75 H 4.2918 4.6476 4.9675  0.00
76 H 5.5397 1.5256 2.9255  0.00
77 H -3.6195 2.3261 2.3132  0.00
78 H 2.3515 2.2292 -0.1934  0.00
79 H -1.0337 5.5531 -0.5394  0.00
80 H 1.9299 -1.4440 4.2994  0.00
81 H 4.4155 0.8369 1.5995  0.00
82 H -3.1708 -2.2561 1.7175  0.00
83 H -1.9024 -2.3565 -11.4344  0.00
84 H -0.3538 5.8070 1.0310  0.00
85 H 1.9924 -0.2533 0.0879  0.00
86 H 4.9169 3.2126 3.9926  0.00
87 H 2.2163 -3.9566 0.6564  0.00
88 H -0.2726 -1.5604 0.1099  0.00
89 H -2.7828 -1.4724 -9.3866  0.00
90 H 0.8171 -5.9021 -4.7090  0.00
91 H 0.0911 -0.2165 5.5449  0.00
92 H -0.3953 0.8367 -4.0037  0.00
93 H -0.6667 -1.8551 -5.0690  0.00
94 H -3.3277 0.5602 -1.4621  0.00
95 H -0.6103 -3.1116 -10.4428  0.00
96 H -4.1717 -0.6055 6.3603  0.00
97 H 1.5737 -4.4376 -5.3403  0.00
98 H -2.7970 0.0838 5.4650  0.00
99 H 0.4026 0.3022 3.8901  0.00
100 H -0.4828 2.1557 -2.7212  0.01
101 H -1.3471 -1.6937 6.5349  0.00
102 H -4.9605 0.3688 -0.8774  0.00
103 H 0.1430 -0.6262 -6.1637  0.00
104 H 1.3000 3.5270 1.6086  0.00
105 H -0.6628 2.1312 3.0616  0.00

# 3
ORCA calculation (ωB97M-V/def2-TZVPD) on a molecular structure, C12H15F4N2Se3TeV in a non-equilibrium geometry.

Summary:
Total charge: +1
<S²>: 0.912
2S+1: 2
Kohn-Sham gap (alpha / beta), eV: 6.16 / 5.63
E_HOMO (alpha / beta), eV: -10.940 / -10.938

Each line ends with the Löwdin spin population.
Element x y z (Å)
1 Te -4.3208 -2.3489 -1.7870  0.11
2 Se -3.1788 -1.0072 -0.0575  0.11
3 Se -2.5932 -2.2744 -3.6352  0.07
4 Se -1.3632 -0.3960 -3.1636  0.06
5 V -1.2140 -0.0551 -0.8380  0.67
6 F -0.5847 2.0841 -1.4085  0.00
7 F -0.8466 4.7978 3.2602  0.00
8 F -0.9664 2.1471 3.2811  0.00
9 F -0.5158 4.8017 -1.4284  0.00
10 N -0.7891 0.6595 0.7810  -0.03
11 N 0.3054 -1.3975 -0.2127  -0.01
12 C -0.8289 2.7770 2.1126  0.00
13 C 1.5932 -0.6605 -0.4464  0.00
14 C -0.6751 2.8078 -0.2333  0.00
15 C -0.6807 4.8800 0.9240  0.00
16 C 0.0147 -1.5598 1.2431  0.00
17 C -0.6257 4.1778 -0.2616  0.00
18 C 0.9725 -2.9327 -2.1744  0.00
19 C -0.7805 4.1615 2.0985  0.00
20 C 2.8425 -1.2920 0.1544  0.00
21 C -0.7776 2.0586 0.9268  0.00
22 C 0.3165 -2.7787 -0.8166  0.00
23 C -0.3258 -0.2047 1.8722  0.00
24 H -0.7240 -3.0952 -0.8692  0.00
25 H 0.8538 -2.0202 1.7629  0.00
26 H 0.7816 -3.9498 -2.5164  0.00
27 H 0.5648 -2.2532 -2.9183  0.00
28 H 3.6972 -0.6664 -0.1021  0.00
29 H 1.7057 -0.5613 -1.5238  0.00
30 H 0.5382 0.2391 2.3683  0.00
31 H 2.7966 -1.3431 1.2424  0.00
32 H -0.6487 5.9616 0.9344  0.00
33 H 1.4848 0.3401 -0.0368  0.00
34 H -0.8343 -2.2312 1.3147  0.00
35 H 3.0346 -2.2921 -0.2308  0.00
36 H 0.8177 -3.4394 -0.1064  0.00
37 H -1.0982 -0.3358 2.6270  0.00
38 H 2.0523 -2.7988 -2.1367  0.00

> Among the records above, which one has the highest total charge?

C38H92F6N7O14S2